# 1
The following is a DFT calculation (the ωB97M-V functional and the def2-TZVPD basis) of C21H22BrN3Pt as an isolated structure.

The geometry in XYZ format:
```
48
Properties=species:S:1:pos:R:3
Pt -0.272 0.972 -2.468
Br 3.342 1.565 4.538
N 2.069 -0.725 4.551
N -0.373 -1.314 -2.115
N -0.616 -6.823 -1.454
C -2.423 1.477 -4.943
C 0.661 -2.184 -1.822
C -1.791 3.730 -0.472
C 2.234 0.374 5.241
C 0.963 -3.252 7.037
C -0.866 -4.093 -1.907
C -1.224 3.150 -1.641
C 1.297 -1.984 6.495
C -0.189 2.479 -4.255
C -2.067 2.564 -2.661
C -0.829 -5.720 -1.976
C 2.147 2.986 -3.509
C -1.784 -1.965 -2.218
C 0.185 3.224 -1.999
C -2.011 -3.230 -2.254
C 0.725 3.038 -3.227
C 1.952 0.437 6.656
C 1.546 -0.775 7.245
C 1.597 -1.830 5.060
C 0.430 -3.628 -1.754
C -1.595 2.245 -3.940
H 1.764 -1.995 -1.954
H 0.275 -3.053 7.855
H 0.905 3.676 -1.215
H -2.965 -3.646 -2.608
H 1.770 -3.805 7.404
H -2.483 4.529 -0.845
H 2.026 1.376 7.223
H 1.328 -4.093 -1.349
H 0.343 2.094 -5.172
H 1.640 -2.757 4.507
H -3.100 2.407 -2.321
H 2.310 3.950 -4.022
H -2.514 3.051 -0.030
H -1.789 1.108 -5.655
H -1.111 4.133 0.302
H -2.463 -1.047 -2.172
H 1.308 -0.752 8.253
H -3.027 2.228 -5.543
H 2.782 2.910 -2.615
H 2.390 2.142 -4.149
H 0.516 -3.889 6.251
H -3.012 0.715 -4.355
```

The value obtained for the HOMO energy (alpha / beta) is -18.986 / -19.737 eV. As for the spin multiplicity: 5. The charge is +4.

Löwdin population analysis, charges in e, atoms 1 to 6: Pt 1.137; Br 1.078; N 0.029; N -0.033; N 0.375; C 0.010

---

# 2
The following is a DFT calculation (the ωB97M-V functional and the def2-TZVPD basis) of a 2-piece molecular cluster, C2H3I2N overall.

The geometry in XYZ format:
```
8
Properties=species:S:1:pos:R:3
I -2.666 -1.118 -0.095
I 0.486 0.054 2.771
N 1.338 1.661 0.301
C -0.775 -1.160 -0.939
C 0.636 1.368 1.217
H -0.608 -2.012 -1.651
H -0.572 -0.158 -1.330
H 2.161 1.365 -0.275
```

As for the energy relative to the best compared isomer or geometry (same formula, charge and spin): 375.3 kJ/mol. The value obtained for the HOMO energy (alpha / beta) is -8.697 / -7.431 eV. The charge is 0.

natural (NBO) population analysis, charges in e, atoms 1 to 6: I 0.162; I 0.131; N -0.667; C -0.534; C 0.125; H 0.192

---

# 3
The following is a DFT calculation (the ωB97M-V functional and the def2-TZVPD basis) of C25H21ClGdN2OP as an isolated structure.

The geometry in XYZ format:
```
52
Properties=species:S:1:pos:R:3
Gd -0.206 -0.143 1.566
Cl -1.241 -2.403 1.444
P -0.042 0.080 -1.118
O 3.031 -1.297 1.716
N -0.019 -0.015 3.767
N 0.003 0.002 8.974
C 0.293 -1.195 4.326
C 1.798 3.682 -1.365
C 1.453 4.037 -2.667
C -3.091 -0.667 -3.553
C -1.740 -0.237 -1.632
C 1.018 -1.234 -1.702
C 0.002 0.008 7.808
C 0.537 1.677 -1.627
C 0.295 -1.214 5.717
C 0.632 3.213 -3.448
C 1.340 2.498 -0.820
C 0.160 2.021 -2.918
C -4.110 -0.422 -1.355
C -4.224 -0.632 -2.727
C -2.866 -0.228 -0.786
C 2.030 -0.780 1.618
C 3.143 -2.031 -2.437
C -0.002 0.005 6.368
C 2.530 -3.222 -2.830
C 0.406 -2.455 -2.012
C -1.835 -0.491 -2.996
C -0.301 1.212 5.698
C 2.400 -1.021 -1.840
C -0.308 1.179 4.313
C 1.163 -3.438 -2.618
H -5.202 -0.778 -3.178
H 0.517 -2.128 6.217
H 0.586 1.715 1.560
H -0.487 1.357 -3.495
H 0.342 3.465 -4.452
H -0.520 2.030 3.649
H 0.671 -4.356 -2.925
H -0.521 2.131 6.198
H -0.918 -0.533 -3.611
H -2.772 -0.097 0.302
H -1.648 1.040 1.421
H 4.206 -1.874 -2.599
H 0.488 -2.068 3.673
H 3.117 -4.007 -3.304
H -4.995 -0.406 -0.715
H 2.852 -0.074 -1.517
H 1.603 2.222 0.208
H 2.439 4.326 -0.763
H -0.672 -2.587 -1.823
H 1.815 4.965 -3.097
H -3.152 -0.831 -4.616
```

As for the energy relative to the best compared isomer or geometry (same formula, charge and spin): 339.2 kJ/mol. The value obtained for the HOMO energy (alpha / beta) is -15.199 / -15.245 eV. As for the spin multiplicity: 8. The charge is +2.

Löwdin population analysis, charges in e, atoms 1 to 6: Gd 0.812; Cl -0.011; P 1.022; O 0.216; N -0.192; N 0.227